Record 1
# C4H6O2

An isolated molecule of C4H6O2 (ωB97M-V with the def2-TZVPD basis set, the OMol25 dataset).

Values from the calculation:
HOMO: -0.36637 Ha
LUMO level: 0.951 eV
orbital gap: 10.92 eV
net charge: 0
E: -306.46972 hartree
SMILES string: O=CCCC=O

XYZ file:
```
12
Properties=species:S:1:pos:R:3:nbo_charge:R:1
O -1.5253 0.0661 -1.4239 -0.53
C -1.4097 -0.6110 -0.4317 0.46
C -0.5169 -0.2887 0.7452 -0.52
C 0.5126 0.7779 0.3502 -0.53
C 1.4814 0.1477 -0.6209 0.45
O 1.3852 -0.9988 -0.9866 -0.53
H -2.0272 -1.5184 -0.2875 0.11
H -0.0450 -1.2256 1.0692 0.24
H -1.2126 -0.0050 1.5486 0.24
H -0.0012 1.6149 -0.1396 0.25
H 1.1177 1.2321 1.1497 0.24
H 2.3294 0.7637 -0.9723 0.12
```

Record 2
# C19H20BrClF5N5O5PtS

A structure of composition C19H20BrClF5N5O5PtS (ωB97M-V with the def2-TZVPD basis set, the OMol25 dataset).

Values from the calculation:
HOMO: -0.31844 Ha
LUMO level: -0.275 eV
orbital gap: 8.39 eV
net charge: 0
E: -5437.11559 hartree

XYZ file:
```
58
Properties=species:S:1:pos:R:3:nbo_charge:R:1
Pt 0.4344 -0.1409 0.3237 1.29
C 0.7723 4.6218 1.4138 -0.41
N 0.0101 4.2726 0.2228 -0.41
C -0.8971 5.2884 -0.2912 -0.42
C -0.1753 2.9478 -0.0506 0.65
N 0.4808 2.0074 0.5167 -0.83
N -1.1159 2.6711 -1.0270 -0.61
C -1.2318 1.5230 -1.7751 0.66
N -2.1866 1.5765 -2.7472 -0.80
N -0.4823 0.4883 -1.5860 -0.83
H 1.0143 5.6800 1.3665 0.21
H 1.7170 4.0812 1.4449 0.23
H 0.2138 4.4213 2.3327 0.20
H -0.4524 6.2630 -0.1121 0.23
H -1.8774 5.2657 0.1983 0.20
H -1.0191 5.1974 -1.3702 0.21
H 1.2938 2.2942 1.0418 0.43
H -1.8104 3.3692 -1.2070 0.41
H -2.9059 2.2706 -2.6104 0.39
H -2.5971 0.6668 -2.9155 0.42
H -0.7625 -0.2693 -2.1963 0.39
F 0.7643 -2.8836 0.9738 -0.35
C 0.2937 -2.1197 -0.0403 0.42
F 1.0199 -2.4643 -1.1392 -0.36
H -0.7483 -2.3760 -0.2349 0.14
Cl 8.8496 -1.1105 -1.0475 0.00
C 7.2252 -0.6519 -0.6352 -0.02
C 6.1655 -1.4048 -1.1130 -0.24
C 4.8714 -1.0394 -0.7788 -0.16
C 4.6469 0.0771 0.0195 -0.11
C 5.7219 0.8242 0.4870 -0.16
C 7.0177 0.4606 0.1653 -0.24
C 3.2600 0.5152 0.3952 0.79
O 3.0437 1.6037 0.9000 -0.67
O 2.3746 -0.4211 0.1506 -0.65
H 6.3544 -2.2671 -1.7372 0.23
H 4.0325 -1.6198 -1.1371 0.24
H 5.5278 1.6907 1.1038 0.24
H 7.8626 1.0293 0.5280 0.23
Br 1.4358 -0.9007 6.8777 0.04
C 1.1632 -0.7311 5.0091 -0.09
C 2.0180 -1.3769 4.1342 -0.23
C 1.8177 -1.2409 2.7652 -0.27
C 0.7685 -0.4660 2.2913 -0.01
C -0.0863 0.1727 3.1772 -0.27
C 0.1106 0.0358 4.5473 -0.24
H 2.8314 -1.9837 4.5072 0.23
H 2.4710 -1.7658 2.0853 0.24
H -0.9177 0.7663 2.8254 0.23
H -0.5570 0.5227 5.2447 0.23
F -4.0811 -2.0852 1.4192 -0.31
C -4.2296 -0.7658 1.3321 0.71
F -4.1227 -0.2397 2.5542 -0.31
F -5.4455 -0.5007 0.8595 -0.31
S -2.9659 -0.0464 0.2123 2.35
O -3.2036 -0.6950 -1.0591 -0.98
O -3.1879 1.3805 0.2575 -0.98
O -1.7247 -0.4842 0.8738 -0.99
```

Record 3
# C12H31F6NO10S2V

A structure of composition C12H31F6NO10S2V (ωB97M-V with the def2-TZVPD basis set, the OMol25 dataset).

Values from the calculation:
HOMO (spin up / spin down): -0.33742 / -0.35652 Ha
LUMO level (spin up / spin down): -0.293 / -0.396 eV
orbital gap (spin up / spin down): 8.89 / 9.31 eV
net charge: 0
E: -3622.49533 hartree
spin multiplicity: 4

XYZ file:
```
63
Properties=species:S:1:pos:R:3:mulliken_spin:R:1
V 0.6601 1.8313 0.6019 2.91
C -2.7040 2.0932 -1.7529 0.01
F -3.9303 1.7613 -2.0641 0.00
F -1.8375 1.2607 -2.2613 0.00
F -2.4779 3.2999 -2.1788 0.00
S -2.6200 1.9992 0.1322 0.00
O -3.8399 2.5429 0.6682 0.01
O -2.4085 0.6115 0.4731 0.01
N -1.1785 2.8846 0.4701 0.04
S -1.7208 4.2734 1.0235 0.01
O -2.3837 5.1185 0.0455 0.00
O -2.2585 4.1941 2.3510 0.00
C -0.0865 5.1583 1.3084 0.00
F 0.4386 5.5947 0.1819 0.00
F -0.2843 6.1528 2.1327 0.00
F 0.8124 4.3134 1.8723 0.01
O 0.6115 -0.0346 -0.2536 -0.07
H -0.1812 -0.4742 -0.5634 0.02
C 3.9862 0.3463 0.2722 0.01
C 3.3280 0.7161 1.5748 -0.01
O 2.7098 2.0483 1.5138 0.02
H 3.2462 0.2471 -0.5245 0.00
H 4.5100 -0.6007 0.3830 0.00
H 4.6662 1.1423 -0.0340 0.00
H 4.0970 0.7744 2.3526 0.00
H 2.5545 0.0444 1.9478 0.01
H 3.3031 2.6828 1.9172 0.00
C 1.5729 -0.7235 -4.9767 0.00
C 0.9532 -0.7462 -3.5948 0.00
O 1.9516 -0.4601 -2.6235 0.00
H 0.7888 -0.7772 -5.7338 0.00
H 2.2322 -1.5819 -5.1170 0.00
H 2.1503 0.1857 -5.1344 0.00
H 0.5092 -1.7146 -3.3415 0.00
H 0.1890 0.0424 -3.5680 0.00
H 1.5190 -0.3193 -1.7506 0.02
C -2.8552 -1.7253 -2.0039 0.00
C -2.3830 -3.0067 -2.6496 0.00
O -3.4002 -3.3927 -3.6050 0.00
H -3.8828 -1.8386 -1.6576 0.00
H -2.9583 -0.9472 -2.7630 0.00
H -2.1865 -1.4097 -1.2067 0.00
H -2.3055 -3.8025 -1.8972 0.00
H -1.4477 -2.9672 -3.2176 0.00
H -3.1303 -4.2463 -3.9584 0.00
C -0.1749 -0.4712 4.2472 0.00
C -0.5839 0.1307 2.9098 0.00
O 0.2063 1.3212 2.6496 -0.03
H -0.8248 -1.3217 4.4662 0.00
H -0.2495 0.2455 5.0637 0.00
H 0.8268 -0.8983 4.1732 0.00
H -1.6349 0.4213 2.9549 0.00
H -0.4952 -0.6017 2.1152 0.01
H -0.0806 1.9668 3.3084 0.01
C 1.0650 -4.1574 2.4555 0.00
C 0.7545 -3.3180 1.2304 0.00
O 1.6270 -2.1998 1.1938 0.00
H 1.1690 -3.5704 3.3688 0.00
H 1.9809 -4.7377 2.3443 0.00
H 0.2588 -4.8775 2.6227 0.00
H -0.2952 -2.9986 1.1804 0.00
H 0.8926 -3.9459 0.3385 0.00
H 1.2296 -1.5382 0.5874 0.01
```

Record 4
# C5H10O2

A cluster of 2 separate species, C5H10O2 in total (ωB97M-V with the def2-TZVPD basis set, the OMol25 dataset).

Values from the calculation:
HOMO: -0.34691 Ha
LUMO level: 0.916 eV
orbital gap: 10.36 eV
net charge: 0
E: -346.91618 hartree
SMILES string: CC(=O)[C@H]1CCO1.[H][H]

XYZ file:
```
17
Properties=species:S:1:pos:R:3:nbo_charge:R:1
C -1.8876 -0.5132 1.3317 -0.72
C -1.1282 0.2372 0.2680 0.58
O -1.4729 1.3220 -0.1533 -0.54
C 0.1144 -0.4489 -0.2818 0.00
C 1.3323 0.4439 -0.5372 -0.45
C 1.9792 -0.3822 0.5845 -0.06
O 0.8078 -1.2123 0.7178 -0.53
H -2.8428 -0.0196 1.5187 0.24
H -2.0463 -1.5546 1.0305 0.23
H -1.2913 -0.5419 2.2492 0.25
H -0.5847 1.2974 -3.1313 -0.03
H -0.7847 1.4305 -2.4252 0.02
H -0.1961 -1.0800 -1.1288 0.20
H 1.7872 0.3281 -1.5225 0.22
H 1.1631 1.5030 -0.3331 0.23
H 2.1935 0.1634 1.5112 0.17
H 2.8570 -0.9729 0.3014 0.18
```

Question: Which of these has the highest E?
Answer: C4H6O2

Question: E of number 3 (C12H31F6NO10S2V)?
Answer: -3622.49533 hartree